1.
ORCA calculation (wB97M-V/def2-TZVPD) on a cluster of 2 separate species, C3H8N2O2 in total at a distorted geometry.

E_HOMO   -8.7 eV
Molar mass   104.1 Da
ΔE to the lowest compared entry with this formula, charge and spin   158.8 kJ/mol
Gap between HOMO and LUMO   9.06 eV

Each line ends with the Löwdin charge.
CARTESIAN COORDINATES (ANGSTROEM)
1 C -1.9957 0.0833 -0.0335  -0.006
2 C -0.7560 0.2170 0.8282  -0.587
3 N -0.0424 -1.0024 0.9794  0.086
4 O -0.5437 1.1426 1.5991  0.057
5 H -2.4347 1.0676 -0.1758  0.087
6 H -1.7377 -0.3279 -1.0087  0.084
7 H -2.7259 -0.5712 0.4417  0.091
8 H 0.4618 -1.1009 1.8500  0.122
9 H -0.4663 -1.8637 0.6711  0.112
10 N 1.3788 0.9579 -1.0555  0.114
11 C 2.0535 -0.1672 -0.8991  -0.487
12 O 3.1698 -0.4793 -1.2265  -0.005
13 H 1.7961 1.7685 -1.4895  0.108
14 H 0.4931 1.0594 -0.4317  0.096
15 H 1.3493 -0.7838 -0.0492  0.129

Forces on the atoms, in the same order (eV/Å):
0.5597 0.6405 -0.6759
-1.1342 -2.0659 3.0108
-1.2986 0.9577 0.5140
0.2532 -0.2823 -1.4005
-0.0414 -0.0176 0.0246
-0.0776 -0.0963 -0.0711
0.1711 -0.0017 0.1501
0.0428 0.2455 -0.0533
-0.0853 0.1594 -0.2301
-2.6288 1.6711 0.5745
-1.1471 -2.6846 4.0468
0.2909 0.2346 -0.9244
-0.1772 0.0878 0.0092
2.7769 0.3553 -2.0143
2.4958 0.7962 -2.9603

2.
ORCA calculation (wB97M-V/def2-TZVPD) on the ion C7H13N2O2 with charge +1 at a distorted geometry.

E_HOMO (spin up / spin down)   -11.3 / -11.3 eV
Molar mass   157.2 Da
ΔE to the lowest compared entry with this formula, charge and spin   544.6 kJ/mol
Gap between HOMO and LUMO (spin up / spin down)   7.04 / 7.05 eV
Charge   +1

Each line ends with the Löwdin charge.
CARTESIAN COORDINATES (ANGSTROEM)
1 C -0.4208 -2.1924 -0.5466  -0.067
2 C 0.0701 0.6795 0.6429  -0.107
3 C -1.2326 -0.1647 1.1083  -0.118
4 C 1.3989 -0.0619 0.9609  -0.268
5 C 1.4305 -1.5611 1.0401  -0.018
6 C -2.3101 -0.6928 0.0264  -0.265
7 C 2.3937 0.2370 -0.1539  -0.236
8 N 0.5799 -2.3108 0.4043  0.154
9 N -2.8614 0.3454 -0.8970  0.163
10 O -1.5344 -1.5576 -0.7452  0.004
11 O 1.6981 0.0063 -1.3572  -0.062
12 H -0.1220 -2.7312 -1.4228  0.151
13 H -0.0499 1.0162 -0.3817  0.087
14 H 0.1616 1.7122 1.2151  0.157
15 H -1.0339 -1.0335 1.7417  0.110
16 H -1.7666 0.5010 1.7050  0.067
17 H 1.8007 0.3383 1.9124  0.159
18 H 2.1678 -2.0204 1.6609  0.136
19 H 3.3495 -0.3184 -0.0230  0.136
20 H 2.7799 1.2835 -0.2499  0.144
21 H -2.9811 1.1864 -0.1947  0.217
22 H -3.7642 0.0803 -1.3329  0.164
23 H -2.1359 0.4936 -1.6967  0.193
24 H 2.3143 0.2120 -2.0526  0.100

Forces on the atoms, in the same order (eV/Å):
1.2194 1.5195 0.1113
-0.7738 0.3926 1.9989
-0.7201 0.8539 -1.8121
0.6294 1.0652 -0.3259
-3.5542 0.0191 -1.6285
2.2291 -0.3257 3.1760
1.5050 1.5372 -0.2396
-0.5417 0.4869 0.5114
1.7428 0.9941 0.1396
1.1717 -1.4956 -0.9234
0.1158 -0.8862 -0.2325
-0.2536 -0.4127 -0.4056
0.3575 -0.4647 -0.2557
-0.5115 -2.2205 -0.7902
0.1468 0.2995 -0.2024
-1.0400 1.0397 1.3795
-0.1041 -0.3483 -0.4115
0.3604 -0.5004 0.3246
-0.6722 -0.3524 -0.2971
-0.6421 -0.3646 0.9650
0.1422 -1.6384 -2.3027
0.5520 0.2053 0.5552
-1.5415 0.6231 1.3762
0.1826 -0.0267 -0.7105

3.
ORCA calculation (wB97M-V/def2-TZVPD) on a structure of composition C28H43MoN4O3PS at a distorted geometry.

E_HOMO (spin up / spin down)   -20.0 / -20.0 eV
Molar mass   642.7 Da
ΔE to the lowest compared entry with this formula, charge and spin   0.0 kJ/mol
Gap between HOMO and LUMO (spin up / spin down)   5.35 / 5.50 eV
Charge   +4

Each line ends with the Löwdin charge.
CARTESIAN COORDINATES (ANGSTROEM)
1 Mo -0.0361 -0.0357 -0.9557  1.787
2 O -0.4072 1.4357 -0.0384  -0.248
3 C -0.0798 2.2568 1.0139  -0.227
4 C -0.8484 3.3412 1.3345  0.050
5 C -0.4363 4.1180 2.4196  0.040
6 C 0.7122 3.8056 3.1462  0.023
7 C 1.4718 2.7023 2.7985  0.055
8 C 1.0793 1.9047 1.7178  -0.122
9 C 1.8265 0.7540 1.3607  0.016
10 N 1.5645 -0.1020 0.4009  -0.128
11 C 2.5202 -1.2505 0.2968  -0.125
12 C 2.3268 -1.8964 -1.0549  -0.165
13 N 0.8559 -1.8728 -1.2440  -0.136
14 C 0.2166 -3.0071 -1.3645  0.018
15 C -1.1616 -3.2274 -1.0683  -0.124
16 C -1.7209 -4.4992 -1.2359  0.034
17 C -2.9413 -4.7965 -0.6596  0.030
18 C -3.5981 -3.8481 0.1442  0.038
19 C -3.0652 -2.5889 0.3443  0.048
20 C -1.8694 -2.2719 -0.2850  -0.271
21 O -1.3195 -1.0710 -0.1002  -0.177
22 H -1.7452 3.5776 0.7764  0.143
23 H -1.0296 4.9794 2.6998  0.145
24 H 1.0070 4.4231 3.9841  0.144
25 H 2.3643 2.4498 3.3602  0.149
26 H 2.7053 0.5432 1.9692  0.170
27 H 2.2892 -1.9556 1.0957  0.151
28 H 3.5455 -0.9078 0.4223  0.150
29 H 2.7115 -2.9132 -1.0616  0.147
30 H 2.8053 -1.3274 -1.8454  0.081
31 H 0.8129 -3.8791 -1.6253  0.170
32 H -1.1831 -5.2544 -1.7986  0.147
33 H -3.3770 -5.7784 -0.7969  0.145
34 H -4.5314 -4.1108 0.6270  0.147
35 H -3.5556 -1.8549 0.9720  0.150
36 C -1.9182 5.3528 -4.6605  -0.081
37 C -0.4268 5.5627 -4.4031  -0.235
38 C 0.0648 4.9681 -3.0790  -0.168
39 C -0.2854 3.4952 -2.9043  -0.184
40 N 0.2947 2.7039 -4.0089  0.062
41 C 1.1276 1.6889 -3.9501  -0.647
42 S 1.6342 0.9783 -2.4018  0.793
43 N 1.7202 1.2089 -5.0226  0.051
44 C 1.6132 1.7820 -6.3876  -0.142
45 C 2.6150 2.9122 -6.6091  -0.181
46 C 4.0721 2.4639 -6.4766  -0.246
47 C 4.4468 1.3154 -7.4147  -0.089
48 H -2.2438 5.9310 -5.5232  0.094
49 H -2.5168 5.6788 -3.8060  0.092
50 H -2.1703 4.3058 -4.8706  0.049
51 H -0.2058 6.6290 -4.3871  0.128
52 H 0.1622 5.1756 -5.2462  0.099
53 H -0.3927 5.5075 -2.2462  0.129
54 H 1.1467 5.0944 -2.9864  0.127
55 H -1.3681 3.3618 -2.9259  0.093
56 H 0.1006 3.1085 -1.9631  0.071
57 H 0.2162 3.1602 -4.9119  0.123
58 H 2.4335 0.5088 -4.8790  0.140
59 H 0.5853 2.1106 -6.5552  0.121
60 H 1.7985 0.9592 -7.0754  0.130
61 H 2.4086 3.7352 -5.9147  0.108
62 H 2.4316 3.2956 -7.6155  0.137
63 H 4.2904 2.1948 -5.4361  0.101
64 H 4.7022 3.3258 -6.6847  0.122
65 H 4.0376 0.3510 -7.0947  0.064
66 H 5.5264 1.1922 -7.4607  0.089
67 H 4.0966 1.5033 -8.4315  0.093
68 C -1.7349 -1.2696 -4.9816  -0.119
69 P -2.3309 -0.2852 -3.6322  0.713
70 C -2.7201 1.3538 -4.1926  -0.140
71 C -3.7914 -1.0002 -2.9169  -0.124
72 O -1.1862 -0.2012 -2.5450  -0.532
73 H -2.3140 -1.0398 -5.8797  0.095
74 H -1.8408 -2.3330 -4.7653  0.079
75 H -0.6869 -1.0284 -5.1608  0.065
76 H -3.6077 1.3031 -4.8294  0.099
77 H -1.8941 1.7662 -4.7713  0.050
78 H -2.9418 1.9952 -3.3381  0.075
79 H -4.6376 -0.8085 -3.5833  0.096
80 H -3.9935 -0.5231 -1.9575  0.079
81 H -3.6848 -2.0778 -2.7907  0.070

Forces on the atoms, in the same order (eV/Å):
-0.3546 -0.4203 -1.2455
-0.2653 0.7218 0.7285
0.0167 -0.3007 -0.3355
-0.2077 0.1745 -0.0147
0.0088 0.0295 0.0321
-0.0194 0.0024 -0.0144
0.0642 0.1031 0.1694
0.1757 -0.2117 -0.0893
0.0134 -0.0366 0.0193
0.3609 -0.0318 -0.0500
-0.0411 0.1014 0.0570
-0.1935 -0.0087 -0.0657
0.3565 -0.3810 0.2387
-0.0656 0.1555 -0.0513
0.1717 0.1282 0.0424
-0.0360 -0.1480 -0.0480
-0.0623 0.0322 0.0472
-0.0157 -0.1481 -0.0593
-0.0941 0.0769 0.0599
0.0995 0.1324 -0.1237
-0.1200 -0.1340 0.1622
0.0182 0.0132 0.0325
0.0109 -0.0024 0.0122
-0.0124 0.0049 -0.0097
-0.0256 0.0114 -0.0192
-0.0037 0.0092 0.0052
-0.0497 -0.0043 0.0575
0.0204 0.0655 0.0078
-0.0346 -0.0732 -0.0096
0.0018 0.0462 -0.0993
0.0142 -0.0545 -0.0020
-0.0218 0.0093 0.0295
0.0004 0.0221 0.0188
0.0014 -0.0206 -0.0215
0.0081 -0.0270 -0.0102
0.0432 0.0424 0.0075
-0.0611 -0.0554 0.0180
0.0360 0.0170 -0.0742
0.0913 -0.0017 -0.0551
-0.1123 0.1603 0.1603
0.0413 -0.1609 -0.0089
0.1392 0.0567 0.2405
-0.1793 -0.0299 -0.0694
0.1165 0.0639 0.0537
0.0126 -0.0197 0.0427
-0.0336 -0.0880 -0.0416
-0.0359 0.0330 0.0627
-0.0046 -0.0175 -0.0020
0.0200 -0.0100 -0.0300
0.0097 0.0290 0.0119
0.0035 0.0218 -0.0093
-0.0076 0.0281 0.0228
-0.0117 0.0068 -0.0107
-0.0217 0.0111 0.0298
0.0653 0.0101 0.0418
0.0380 -0.0052 -0.0525
0.0353 0.0443 -0.0344
-0.0047 -0.0594 -0.0041
-0.0389 -0.0669 0.0254
-0.0012 -0.0073 0.0042
-0.0021 -0.0017 -0.0426
0.0195 0.0154 0.0051
0.0068 0.0000 -0.0085
0.0296 0.0594 -0.0361
-0.0229 0.0244 -0.0095
0.0149 -0.0006 0.0134
0.0234 0.0153 0.0074
0.0188 -0.0618 -0.0912
-0.0238 -0.0449 -0.0018
-0.0561 0.0536 -0.0165
-0.0832 0.0024 0.0375
0.2729 0.2217 0.3782
-0.0005 -0.0362 0.0116
0.0486 0.0046 0.0076
0.0118 -0.0057 -0.0855
0.0257 -0.0133 0.0115
-0.0592 -0.0211 0.0443
-0.0582 -0.0181 -0.0618
0.0191 -0.0426 0.0098
-0.0792 0.0024 0.0118
0.0347 0.0071 0.0353